[1]
Computed, not measured: 4 unconnected molecules or ions with the total composition C30H64FIO11PS in a non-equilibrium geometry, with ωB97M-V/def2-TZVPD.

The geometry in XYZ format:
```
109
Properties=species:S:1:pos:R:3:forces:R:3:lowdin_charge:R:1
H 2.021 -10.538 6.123 0.0 0.0 0.0 0.0866
H -0.287 -0.425 2.463 0.1 0.2 -0.1 0.1100
C 7.378 0.281 -6.728 0.0 -0.3 0.0 -0.2160
H 1.411 -4.923 4.519 0.1 -0.1 0.0 0.1184
H -0.343 2.016 1.104 0.1 -0.3 0.0 0.0778
H 0.190 2.063 -5.827 -0.1 0.0 0.0 0.0713
H -1.900 0.421 4.035 -0.3 -0.1 0.2 0.0968
I 1.545 2.152 -1.559 0.4 -0.4 0.1 0.3026
H -3.926 8.046 -3.002 0.1 0.0 0.0 0.0809
H -0.326 -5.189 4.586 0.0 -0.1 -0.1 0.1098
H 8.219 -0.152 -6.188 0.0 0.1 0.0 0.1203
C 0.013 -2.521 4.218 -0.2 -0.3 0.1 -0.2099
H 2.022 -6.798 8.301 -0.1 0.0 0.1 0.0872
H -8.119 7.194 -6.118 0.0 0.0 0.0 0.0943
O -0.131 3.729 -3.634 0.0 0.0 0.2 -0.4990
C 0.298 -3.353 5.479 -0.3 0.0 -0.3 -0.2187
H -3.493 5.585 -4.778 -0.1 0.0 -0.1 0.1230
H 0.522 4.052 -7.227 0.0 0.1 -0.1 0.0995
H 4.946 4.492 -7.360 -0.1 -0.1 0.0 0.0977
S -1.876 2.467 -2.029 -0.3 -0.3 0.1 0.4554
H -3.577 -9.825 8.528 0.0 0.0 0.0 0.0986
C -1.932 1.999 2.588 0.3 -0.2 0.0 -0.2058
H -1.224 2.431 3.300 0.0 0.1 0.0 0.1059
P -0.268 4.045 -1.954 -0.2 1.0 -0.2 0.1693
C 1.202 2.300 -6.153 -0.2 0.2 0.1 -0.0988
H -3.527 -11.435 9.284 0.0 0.0 0.0 0.0942
H 0.293 -10.188 6.219 0.0 -0.1 0.0 0.0817
O -5.516 6.389 -6.025 0.0 0.0 -0.1 0.1145
O -1.514 -11.458 7.737 -0.1 -0.1 -0.1 0.1234
C 7.568 0.132 -8.222 0.0 0.1 -0.1 -0.0686
C -3.260 -10.388 9.404 -0.1 0.0 0.1 -0.0408
H -9.121 5.852 -5.516 0.0 0.0 0.1 0.0888
H 1.625 5.705 -5.617 0.0 0.1 0.0 0.1067
O 6.336 3.547 -6.140 0.0 0.0 0.1 0.0092
O -7.281 5.936 -4.697 -0.1 0.0 0.0 -0.0032
H -2.416 7.648 -3.838 0.0 0.0 0.0 0.0748
O 7.358 1.657 -6.326 0.0 0.0 0.0 0.0333
C -1.483 -2.453 3.910 0.2 0.1 -0.2 -0.2249
H 0.826 6.239 -2.474 -0.1 0.1 -0.1 0.0346
C -0.025 4.743 -4.599 0.2 -0.1 -0.5 -0.2934
H -3.479 5.585 -3.020 -0.1 -0.1 0.1 0.1019
H 2.272 3.905 -7.071 0.0 0.1 -0.1 0.0802
H 0.904 -5.032 7.268 0.0 0.1 0.1 0.1125
O 1.831 -6.568 6.244 0.0 0.0 -0.1 -0.1998
H -2.580 3.815 0.240 0.0 0.0 -0.2 0.0775
O 5.211 1.800 -7.020 -0.1 0.0 -0.1 0.1281
C 5.158 4.345 -6.302 -0.1 0.2 0.0 -0.0306
H -7.803 5.533 -6.669 0.0 0.0 0.0 0.0928
H 6.714 0.536 -8.763 0.0 0.0 0.0 0.0744
C 1.141 5.310 -2.006 0.1 -0.3 0.2 -0.2552
C -0.473 4.307 -0.078 -0.1 -0.1 0.1 -0.3923
H 0.513 -2.994 3.370 0.2 0.1 -0.1 0.1151
H 2.070 -11.099 8.541 0.0 0.0 0.1 0.1212
O -5.312 5.914 -3.822 0.0 0.0 0.0 0.0487
C 1.324 3.774 -6.541 0.3 -0.2 0.2 -0.2670
O -1.852 -10.241 9.605 0.0 0.0 0.1 0.0037
H -0.801 4.555 -5.353 -0.1 0.0 0.0 0.1168
H 3.319 -5.879 7.513 0.0 0.1 0.0 0.0880
H 1.440 -9.162 7.070 0.1 0.0 0.0 0.0548
C -3.501 7.555 -3.878 -0.1 0.1 -0.1 -0.0596
C 1.225 -10.189 6.781 -0.2 0.1 0.0 -0.0503
H -0.530 5.393 0.022 -0.1 0.1 -0.2 0.0703
C -2.162 0.522 2.980 0.3 0.2 -0.1 -0.2026
C -1.101 -10.821 8.669 0.0 0.1 0.0 -0.6174
H 1.841 2.081 -5.298 0.1 -0.1 0.0 0.0641
H -1.958 -1.792 4.637 -0.1 -0.1 0.2 0.1048
H 3.198 -7.632 7.287 0.1 0.0 0.0 0.0774
H -2.861 2.559 2.704 -0.1 0.0 0.1 0.1030
H -1.687 4.307 1.647 0.1 0.0 0.0 0.0992
C -8.122 6.144 -5.828 -0.1 0.0 0.0 -0.0563
O 0.174 -10.572 8.952 0.0 0.0 0.1 0.0378
H -3.732 -9.983 10.294 0.0 0.0 0.0 0.0919
C -1.801 -1.950 2.506 -0.1 0.3 -0.1 -0.2154
C -1.615 3.704 0.731 0.1 0.0 0.6 -0.3026
C 0.531 -4.826 5.154 0.0 0.2 0.1 -0.1783
H -0.220 5.741 -4.213 0.0 0.0 0.3 0.0879
C 2.625 -6.714 7.393 0.0 -0.1 0.1 -0.1359
H -3.219 0.272 2.874 -0.1 0.0 0.0 0.1082
H -0.164 -6.275 6.597 -0.1 0.0 0.2 0.1214
H -2.883 -1.984 2.351 -0.1 -0.1 0.0 0.1057
H 1.147 -2.950 6.031 0.1 0.0 0.1 0.1090
H 2.062 4.298 -4.622 0.1 0.2 0.1 0.0900
H -1.911 -3.451 4.028 -0.1 0.0 0.1 0.1052
H -3.865 8.068 -4.769 0.0 0.0 0.0 0.0716
H -1.944 1.600 0.483 0.2 -0.1 -0.1 0.0536
H 0.464 4.012 0.395 0.1 0.0 -0.1 0.0310
H 8.463 0.664 -8.546 0.0 0.0 0.0 0.0787
H 0.863 -12.102 7.734 -0.1 0.0 0.0 0.1212
H 6.466 -0.210 -6.390 0.0 0.1 0.0 0.1245
H -2.302 2.707 -3.269 0.1 0.1 -0.1 -0.2123
C 1.328 4.697 -5.322 -0.2 -0.3 -0.1 -0.1979
H 0.416 -1.517 4.331 0.1 0.1 -0.1 0.1055
H 7.673 -0.921 -8.482 0.0 0.0 0.0 0.0770
H 5.372 5.301 -5.834 0.1 0.0 0.0 0.0958
C 6.200 2.287 -6.541 0.1 0.1 0.0 -0.6124
H 1.475 5.542 -0.997 0.0 0.0 0.1 0.0283
C -5.974 6.106 -4.946 0.0 0.0 0.1 -0.6191
C 0.733 -5.680 6.405 0.0 0.0 -0.2 -0.2258
H 1.476 1.648 -6.981 0.0 -0.1 0.0 0.0639
H -1.367 -2.620 1.760 0.1 -0.1 0.0 0.1087
H -0.583 -3.286 6.124 0.1 0.1 0.2 0.1115
H 4.302 3.885 -5.814 0.0 -0.1 0.0 0.0833
C -3.876 6.091 -3.892 0.3 0.0 0.0 -0.1929
H -1.424 -0.362 1.138 0.0 0.2 -0.1 0.1060
C 1.126 -11.079 8.000 0.3 -0.1 -0.2 -0.2049
H 1.992 4.886 -2.528 0.0 0.1 -0.1 -0.0123
F -1.421 5.236 -2.234 0.0 0.1 0.0 -0.3195
C -1.404 2.244 1.176 -0.5 0.3 -0.2 -0.2654
C -1.345 -0.511 2.212 0.0 -0.5 0.1 -0.2140
```
Positions in Å, forces in eV/Å.

## Properties
Frontier orbital gap (eV): 6.313
E_LUMO (eV): 1.768
Electronic energy (eV): -85616.4733
Net charge: -1


[2]
Computed, not measured: a molecular structure, C30H64N3O7SSr in a non-equilibrium geometry, with ωB97M-V/def2-TZVPD.

The geometry in XYZ format:
```
106
Properties=species:S:1:pos:R:3:forces:R:3:lowdin_charge:R:1
O 4.760 2.812 -3.411 0.2 0.2 -1.1 -0.0072
H 3.615 5.013 -3.299 -0.2 0.1 -0.2 0.0778
C -0.801 -0.470 2.226 -0.8 0.7 0.4 -0.1270
H 0.594 1.151 -2.999 0.2 -0.3 0.1 0.1196
C 0.532 -0.333 4.315 0.2 0.4 0.3 -0.0097
C 0.138 -4.997 0.528 0.6 -0.6 0.1 -0.5589
N 0.351 1.605 2.699 -1.1 -0.2 -0.5 -0.0983
C 2.192 2.334 -4.672 -0.7 0.1 0.9 -0.0189
O -1.695 -4.280 -0.747 -0.5 -0.2 -0.7 -0.0140
H 1.222 -6.332 -0.895 0.3 0.2 0.3 0.0653
C -0.311 -2.154 -1.866 -0.7 1.3 0.1 -0.0425
O -3.512 0.242 -2.733 -0.1 -0.7 0.2 -0.1742
H -1.162 -2.230 -2.555 0.1 -0.4 0.0 0.0922
H 3.903 0.405 -4.573 0.0 0.0 0.0 0.0808
C 3.351 3.598 -1.708 0.3 0.6 -0.1 -0.5380
H 1.504 0.115 1.018 -0.1 0.0 0.0 0.0757
C 2.632 1.678 -3.342 1.4 0.7 -0.7 -0.4984
H 1.226 -5.119 -2.621 -0.1 0.0 0.1 0.0754
H 1.123 -3.607 1.847 -0.1 0.0 -0.3 0.1050
H 4.011 0.065 -2.856 -0.1 0.1 0.1 0.0912
C 0.442 -6.338 -0.136 -0.9 -0.5 -0.8 -0.0174
C -0.859 -5.211 1.641 -0.2 -0.2 0.0 -0.0300
H 1.670 -1.374 1.935 -0.1 0.0 0.2 0.0698
C -0.916 2.432 4.721 -0.3 0.0 0.6 -0.0255
C 2.390 -3.935 0.113 0.0 -0.3 -0.6 -0.1639
H 4.454 3.351 -4.170 0.3 -0.1 0.3 0.0917
O 1.497 2.145 3.285 0.6 0.6 0.4 -0.0227
H 1.926 4.918 -2.663 0.0 0.2 -0.3 0.0677
H -7.973 -0.185 0.775 0.4 0.2 0.4 0.0653
H -1.598 0.663 -0.410 -0.1 -0.2 -0.4 0.0980
C 4.597 3.825 -0.873 0.7 0.7 0.9 -0.0450
H 1.785 0.549 -1.816 -0.3 0.2 0.4 0.1055
N -0.372 -3.997 -0.360 -0.2 1.2 0.7 -0.1041
H 2.572 0.070 2.398 -0.1 -0.1 0.2 0.0915
H -1.187 1.503 5.226 -0.1 0.1 -0.1 0.0725
H -1.812 -5.595 1.286 0.0 -0.1 -0.1 0.0811
H 2.728 2.318 -0.202 -0.4 -0.2 0.1 0.1193
H 1.799 -2.013 -0.506 -0.5 0.2 -0.3 0.0999
C 0.530 -4.286 -2.711 0.1 0.0 -0.4 -0.0212
H 0.379 -1.448 -2.332 0.1 -0.2 -0.1 0.0782
C 3.322 0.345 -3.653 0.1 -0.3 -0.2 -0.0324
H 5.358 4.390 -1.413 0.1 -0.2 0.0 0.0846
H 3.255 -3.407 0.519 -0.2 0.0 0.4 0.1137
H 4.367 4.418 0.029 -0.2 0.1 -0.4 0.0883
H 0.020 2.773 5.163 0.1 0.0 -0.3 0.0910
H -5.484 0.245 1.381 -0.5 0.0 -0.1 0.0705
C 1.757 -3.006 -0.954 1.4 -1.1 1.1 -0.1155
C -2.105 1.664 2.625 -0.7 0.1 1.0 -0.1417
C 2.261 3.133 -0.765 -0.2 -0.2 -0.4 -0.1460
H -2.903 2.053 3.272 -0.2 0.0 -0.3 0.1236
Sr -5.664 -1.029 -2.440 1.9 1.5 0.8 1.7429
C 0.381 -3.432 -1.445 0.4 0.1 -1.0 -0.5245
H -2.083 -3.398 -0.838 0.0 -0.1 0.3 0.0818
H 1.670 3.260 -4.419 -0.2 0.0 -0.3 0.0768
H 1.885 -5.161 1.792 -0.2 -0.1 -0.2 0.1298
C -0.855 2.306 3.204 1.5 0.8 -0.6 -0.5096
H 5.043 2.920 -0.454 -0.1 -0.2 -0.5 0.0909
C 1.062 2.625 -1.542 -0.1 -1.2 0.6 -0.1661
H -0.409 -5.942 2.310 -0.2 0.2 0.4 0.0923
C 1.394 -4.416 1.152 0.9 0.4 0.7 -0.1421
H -0.858 3.692 1.511 0.0 -0.4 0.2 0.0784
H 2.490 -3.080 -1.760 -0.4 0.6 -0.3 0.1229
H 1.955 2.594 2.565 0.0 -0.1 0.0 0.1059
H 0.925 -3.624 -3.488 0.0 -0.1 0.0 0.0872
H -1.611 4.275 2.956 0.6 0.5 0.2 0.0904
H 1.505 1.663 -5.190 0.1 0.1 -0.1 0.0891
H 0.927 -1.349 4.365 0.2 0.1 -0.2 0.0891
O -1.862 0.763 -1.344 -0.1 -0.2 0.3 0.1152
H 3.012 2.592 -5.335 0.2 -0.2 -0.1 0.0745
C 1.607 -0.286 2.031 0.8 -0.1 -0.4 -0.0260
H 0.319 2.279 -0.809 -0.1 0.2 -0.3 0.0906
H 0.575 3.355 -2.192 0.1 0.2 0.2 0.1100
C -5.587 1.315 1.187 0.7 -0.2 0.0 -0.2481
H -2.476 -0.316 3.626 0.6 0.8 0.6 0.1162
C -2.974 0.067 -1.591 -1.7 0.1 0.0 -0.8086
H 3.203 5.775 -1.790 -0.1 -0.1 0.0 0.0887
O -6.420 0.992 -1.323 -0.2 -0.9 -0.2 -0.7373
H -1.047 -4.251 2.121 0.0 -0.1 0.3 0.0803
C 1.471 1.421 -2.397 -0.3 0.3 -0.2 -0.1401
H 0.633 -7.125 0.592 0.2 0.0 0.1 0.0877
H 1.189 0.346 4.870 0.0 -0.3 0.0 0.0910
C 2.983 4.909 -2.419 0.2 0.0 0.4 -0.0124
H -8.464 1.363 1.580 -0.3 0.0 0.1 0.0693
C 0.421 0.167 2.865 0.1 -1.2 -0.3 -0.5291
H -0.815 -1.534 2.455 0.1 -0.1 -0.1 0.1217
H -0.435 -4.643 -3.073 0.0 -0.1 0.2 0.0827
C -0.734 3.717 2.607 -1.1 -0.2 -1.0 -0.0285
H -0.458 -6.634 -0.698 0.1 -0.1 0.2 0.0936
N 3.648 2.525 -2.656 -1.0 -1.2 1.3 -0.1346
O -3.534 -0.645 -0.689 0.2 0.1 -0.7 -0.1289
H -0.420 -0.355 4.845 -0.1 0.0 -0.2 0.0669
H 2.838 -4.815 -0.371 -0.2 0.1 0.0 0.1089
S -6.793 1.745 -0.059 0.4 0.1 0.3 0.9238
C -8.190 0.882 0.651 0.1 -0.8 -0.9 -0.2415
H -1.669 3.184 4.983 0.0 -0.1 0.0 0.0878
H -0.835 -0.364 1.135 0.6 -0.1 0.0 0.0946
C -2.111 0.166 2.709 -0.6 -2.4 -0.6 -0.1845
H 2.594 -0.469 -3.756 0.0 0.2 -0.1 0.0766
H -5.841 1.869 2.090 -0.1 0.0 0.0 0.0728
H -8.958 0.882 -0.126 -0.2 0.6 0.3 0.0614
H -0.680 -1.643 -0.966 0.1 -0.1 0.0 0.0767
H -2.314 2.027 1.615 0.3 -0.1 -0.1 0.1046
H -4.582 1.601 0.869 -0.2 0.4 -0.2 0.0501
H -2.828 -0.350 2.046 -0.3 0.9 -0.3 0.0935
H 0.235 4.186 2.722 -0.1 0.3 0.8 0.0798
H 1.970 3.902 -0.047 0.2 0.2 -0.2 0.1227
```
Positions in Å, forces in eV/Å.

## Properties
Frontier orbital gap (eV): 4.725
E_LUMO (eV): -4.659
Electronic energy (eV): -62614.3724
Net charge: +1